Entry 1:
15
Properties=species:S:1:pos:R:3:mulliken_charge:R:1 method="wB97M-V/def2-TZVPD" homo_lumo_gap_ev=6.63 total_charge=-1 multiplicity=1 e_above_lowest_kcal_mol=13.8
C 1.51 -0.61 0.64 -0.4548
O 0.30 -0.57 1.36 -0.5150
C 1.79 0.69 -0.06 0.1473
C 2.88 1.42 0.18 -0.7596
H 1.48 -1.44 -0.08 0.2423
H 2.31 -0.80 1.36 0.2514
H -0.43 -0.66 0.66 0.0985
H 1.05 1.01 -0.79 0.2631
H 3.04 2.36 -0.33 0.2499
H 3.62 1.10 0.90 0.2346
C -2.86 0.29 -0.17 -0.6930
S -1.60 -0.74 -1.03 -0.6683
H -2.61 0.38 0.89 0.2098
H -2.99 1.29 -0.58 0.1856
H -3.81 -0.23 -0.26 0.2083


Entry 2:
16
Properties=species:S:1:pos:R:3:mulliken_charge:R:1 method="wB97M-V/def2-TZVPD" homo_lumo_gap_ev=6.75 total_charge=-1 multiplicity=1 e_above_lowest_kcal_mol=19.0
C -0.11 1.60 0.27 -1.4307
C 0.96 -0.55 1.19 -1.6332
C 0.42 -0.42 -1.21 -1.4983
C 0.00 0.06 0.15 1.2450
O -1.61 -2.12 0.36 -0.5676
S -2.65 -0.02 -1.78 -0.6502
S -1.73 -0.65 0.40 0.2553
H -0.57 2.03 -0.63 0.3044
H -0.77 1.87 1.12 0.3410
H 0.95 1.94 0.45 0.3578
H 1.06 -1.55 0.87 0.4368
H 0.71 -0.39 2.25 0.3714
H 1.87 0.07 1.28 0.3841
H 0.08 -1.52 -1.43 0.3525
H -0.14 0.02 -2.04 0.3846
H 1.52 -0.37 -1.25 0.3469


Entry 3:
14
Properties=species:S:1:pos:R:3:mulliken_charge:R:1 method="wB97M-V/def2-TZVPD" homo_lumo_gap_ev=10.50 total_charge=0 multiplicity=1 e_above_lowest_kcal_mol=9.0 smiles=C[C@@H]1P[C@H]1C
C 0.17 1.74 0.81 -1.0918
C -0.56 0.47 0.25 -0.2536
P -0.76 -1.09 1.24 -0.1625
C 0.31 -0.73 -0.12 0.1254
C 0.04 -1.39 -1.44 -1.1174
H 0.47 1.40 1.83 0.2528
H -0.57 2.57 0.80 0.2994
H 0.98 1.94 0.22 0.3343
H -1.46 0.70 -0.40 0.4432
H 0.22 -0.54 2.17 -0.0215
H 1.40 -0.49 -0.03 0.3640
H 0.96 -1.89 -1.94 0.2803
H -0.37 -0.56 -2.10 0.2647
H -0.82 -2.13 -1.29 0.2828


Entry 4:
14
Properties=species:S:1:pos:R:3:mulliken_charge:R:1 method="wB97M-V/def2-TZVPD" homo_lumo_gap_ev=5.60 total_charge=-1 multiplicity=1 e_above_lowest_kcal_mol=25.1
C -1.25 0.94 0.63 -0.5315
S -2.65 -0.21 0.43 -0.7784
H -0.97 1.28 -0.36 0.1303
H -1.41 1.80 1.29 0.2671
H -0.41 0.43 1.11 -0.0822
C 2.04 -1.29 0.20 -1.0162
C 1.95 -0.24 -0.85 0.0897
C 2.63 0.90 -0.97 -0.7323
H 1.57 -0.96 1.13 0.2444
H 1.45 -2.18 -0.01 0.3029
H 3.08 -1.51 0.42 0.3335
H 1.48 -0.48 -1.80 0.2714
H 2.70 1.51 -1.86 0.2634
H 3.32 1.16 -0.16 0.2380


Entry 5:
8
Properties=species:S:1:pos:R:3:mulliken_charge:R:1 method="wB97M-V/def2-TZVPD" homo_lumo_gap_ev="5.95 / 7.14" total_charge=+1 multiplicity=2 e_above_lowest_kcal_mol=23.9
O -1.57 2.39 -0.63 -0.3905
C -0.74 1.59 -0.11 0.5344
C -0.11 0.90 0.70 -0.6175
C 0.51 -1.68 0.37 0.3254
C 0.44 -0.34 0.40 0.1244
O 1.67 -0.97 0.78 -0.1979
Ag 1.06 -4.69 -0.06 0.8186
H -1.25 2.82 -1.44 0.4031


Entry 6:
14
Properties=species:S:1:pos:R:3:mulliken_charge:R:1 method="wB97M-V/def2-TZVPD" homo_lumo_gap_ev="9.09 / 9.09" total_charge=0 multiplicity=1 e_above_lowest_kcal_mol=51.7
B 0.11 -0.21 0.11 0.0312
C -1.34 1.86 -0.67 0.1953
C -1.13 0.73 0.02 -0.0689
C 0.01 -1.84 0.36 0.6506
C 1.48 0.49 -0.61 0.6361
N -1.56 2.84 -1.17 -0.3253
F 0.83 -2.16 1.40 -0.2460
F 0.23 -2.80 -0.58 -0.2417
F -1.19 -2.10 1.02 -0.2464
F 1.10 0.91 -1.85 -0.2521
F 2.06 1.55 0.00 -0.2596
F 2.38 -0.54 -0.68 -0.2365
Br -0.20 0.95 1.83 0.0248
H -2.80 0.31 0.81 0.3385